Record 1
The following is a quantum chemistry calculation of a 2-piece molecular cluster, C6H10N2 overall in a non-equilibrium geometry, from the Open Molecules 2025 dataset.

Values from the calculation:
Kohn-Sham gap (spin up / spin down) = 6.97 / 8.09 eV
energy above the lowest of the compared OMol25 structures with the same formula, charge and spin = 695.3 kJ/mol
strongest force on any atom = 1.27 eV/A

Geometry as ORCA input:
```
! RIJCOSX wB97M-V def2-TZVPD def2/J DEFGRID3
* xyz 0 1
C -0.7807 -2.3879 0.0589
C -0.3178 -3.3887 -0.6823
C -0.5922 2.1519 -1.0511
C -1.7625 -1.2722 0.2045
C -0.7923 -1.6506 1.2226
C 1.2886 1.5329 1.2199
N -0.3423 1.0716 -0.4178
N 0.5898 0.6749 0.3111
H 0.5229 -3.9782 -0.3604
H -0.7612 -3.6324 -1.6333
H -1.4997 2.2248 -1.6222
H 0.1304 2.9619 -1.1165
H -1.5391 -0.3334 -0.3524
H -2.8269 -1.4335 0.3273
H -0.5124 -1.5330 2.2399
H 1.7242 0.9175 2.0060
H 2.1019 2.0434 0.6867
H 0.6323 2.2949 1.6593
*
```

---

Record 2
The following is a quantum chemistry calculation of an isolated ion of composition C11H12FN2 and charge +1 in a non-equilibrium geometry, from the Open Molecules 2025 dataset.

Values from the calculation:
Kohn-Sham gap (spin up / spin down) = 7.06 / 7.06 eV
energy above the lowest of the compared OMol25 structures with the same formula, charge and spin = 114.3 kJ/mol
SMILES = C#[N+]c1cc(F)ccc1N1[C@H](C)[C@H]1C
strongest force on any atom = 5.44 eV/A

Geometry as ORCA input:
```
! RIJCOSX wB97M-V def2-TZVPD def2/J DEFGRID3
* xyz 1 1
C -0.9246 2.8862 0.8739
N -1.5779 1.9914 0.5206
C -2.2438 0.9025 0.1164
C -3.6357 0.9203 0.0582
C -4.2532 -0.3091 0.0527
F -5.5894 -0.4072 0.0572
C -3.5159 -1.4823 0.1297
C -2.1299 -1.4604 0.1314
C -1.4495 -0.2604 0.0932
N -0.0821 -0.1361 0.0925
C 1.0858 0.6758 -0.0580
C 1.3559 1.2852 -1.4839
C 1.1261 -0.8671 0.0243
C 1.7708 -1.4422 1.2825
H -0.4857 3.6213 1.4868
H -4.1540 1.8482 0.2688
H -4.2225 -2.3087 0.0837
H -1.6727 -2.4268 -0.1154
H 1.4150 1.2862 0.7098
H 2.2530 0.9096 -1.8818
H 0.6297 1.0751 -2.2647
H 1.3893 2.3565 -1.3073
H 1.1821 -1.4980 -0.8504
H 2.8134 -1.0408 1.2906
H 1.2793 -0.8799 2.2150
H 1.7008 -2.5790 1.4133
*
```

---

Record 3
The following is a quantum chemistry calculation of a 3-piece molecular cluster, C12H22N2O4PS overall in a non-equilibrium geometry, from the Open Molecules 2025 dataset.

Values from the calculation:
Kohn-Sham gap = 6.09 eV
strongest force on any atom = 1.79 eV/A

Geometry as ORCA input:
```
! RIJCOSX wB97M-V def2-TZVPD def2/J DEFGRID3
* xyz 1 1
O 2.8602 -3.3057 2.1089
P 2.5137 -2.5947 3.4719
O 3.3160 -1.2278 3.3310
S 2.8008 -3.5766 5.0764
C 0.7121 -2.1359 3.4243
C -0.2560 -3.0859 3.7421
C -1.5660 -2.6647 3.7454
C -1.8248 -1.3174 3.4335
N -0.9051 -0.4492 3.1078
N 0.3408 -0.9015 3.1093
H 2.2188 -3.9701 1.8224
H 3.0218 -0.5702 3.9777
H 0.0221 -4.0966 4.0049
H -2.3704 -3.3405 3.9991
H -2.8413 -0.9441 3.4438
H 1.0358 -0.2099 2.8434
C -1.5695 0.0181 -1.1999
C -2.6361 0.0100 -2.2920
C -3.8149 -0.6307 -1.5700
O -3.6912 -0.2567 -0.1915
C -2.4057 0.3178 0.0354
H -0.7766 0.7483 -1.3590
H -1.1122 -0.9733 -1.1195
H -2.8800 1.0341 -2.5813
H -2.3442 -0.5361 -3.1873
H -3.7781 -1.7228 -1.6415
H -4.7813 -0.2932 -1.9424
H -2.5233 1.3969 0.1802
H -1.9892 -0.1046 0.9499
C 3.0078 2.8066 -2.9446
C 1.9509 2.8129 -4.0456
C 0.7628 2.1808 -3.3362
O 0.8733 2.5464 -1.9542
C 2.1683 3.1090 -1.7123
H 3.8054 3.5312 -3.0977
H 3.4589 1.8150 -2.8630
H 1.7156 3.8388 -4.3352
H 2.2461 2.2665 -4.9394
H 0.7943 1.0875 -3.4091
H -0.1963 2.5259 -3.7235
H 2.0574 4.1875 -1.5632
H 2.5795 2.6750 -0.7993
*
```

---

Record 4
The following is a quantum chemistry calculation of one molecule with the formula C6H7OP in a non-equilibrium geometry, from the Open Molecules 2025 dataset.

Values from the calculation:
Kohn-Sham gap (spin up / spin down) = 7.99 / 7.99 eV
energy above the lowest of the compared OMol25 structures with the same formula, charge and spin = 395.4 kJ/mol
strongest force on any atom = 4.17 eV/A

Geometry as ORCA input:
```
! RIJCOSX wB97M-V def2-TZVPD def2/J DEFGRID3
* xyz 0 1
C -3.4299 0.3039 -0.6171
C -2.3635 0.0811 -0.1193
C -0.2715 -0.7637 1.2497
C -1.1773 -0.0874 0.5575
C 1.1786 -0.3387 1.2773
C 1.5628 0.3001 -1.3626
O -0.1506 1.5370 0.2120
P 1.3611 1.2622 0.2530
H -4.2750 0.2167 -1.2290
H -0.5769 -1.6710 1.6523
H 1.5243 -0.1923 2.3821
H 1.9458 -0.9424 0.8082
H 1.4907 0.9493 -2.1385
H 0.7540 -0.4513 -1.4546
H 2.4276 -0.2035 -1.4709
*
```

---

Record 5
The following is a quantum chemistry calculation of a 2-piece molecular cluster, CH3BrNO2 overall in a non-equilibrium geometry, from the Open Molecules 2025 dataset.

Values from the calculation:
Kohn-Sham gap = 7.19 eV
energy above the lowest of the compared OMol25 structures with the same formula, charge and spin = 0.0 kJ/mol
strongest force on any atom = 1.15 eV/A

Geometry as ORCA input:
```
! RIJCOSX wB97M-V def2-TZVPD def2/J DEFGRID3
* xyz -1 1
Br 2.6690 -2.1615 1.1519
C -0.0541 -0.0378 0.2487
N -0.8361 0.7496 -0.7281
O -1.8007 1.3657 -0.3116
O -0.4746 0.7570 -1.8811
H -0.6376 -0.8170 0.7246
H 0.3200 0.6446 1.0094
H 0.8140 -0.5007 -0.2137
*
```

---

Record 6
The following is a quantum chemistry calculation of C12H33ClILaN2P2S as an isolated structure in a non-equilibrium geometry, from the Open Molecules 2025 dataset.

Values from the calculation:
Kohn-Sham gap = 4.43 eV
energy above the lowest of the compared OMol25 structures with the same formula, charge and spin = 323.4 kJ/mol
strongest force on any atom = 6.51 eV/A

Geometry as ORCA input:
```
! RIJCOSX wB97M-V def2-TZVPD def2/J DEFGRID3
* xyz 2 1
C 0.0454 -0.1128 1.1525
I -1.0245 0.8025 -0.8452
H 0.6987 -0.1043 0.2494
H -0.9365 0.3772 1.3393
H -0.0542 -1.1648 1.4521
La 0.8034 -3.6020 -2.3483
P -1.6792 -2.5722 -1.2541
C -2.4154 -2.4911 0.4096
C -3.0576 -1.9193 -2.2566
H -4.0043 -2.3501 -1.9003
H -2.8925 -4.6442 -1.3195
H -2.9102 -2.1782 -3.3136
H -1.7244 -4.6424 -2.6747
H -2.6954 -1.4579 0.6501
H -3.0789 -0.8255 -2.1548
C -1.8641 -4.3998 -1.6020
H -3.3062 -3.1346 0.4342
H -1.1753 -5.0008 -0.9757
H -1.6919 -2.8471 1.1546
P 1.9825 -1.1682 -1.8369
C 2.8675 0.3769 -1.5532
C 3.3108 -2.3754 -2.3102
H 1.2413 -1.9035 -4.1662
H 1.8605 -0.2394 -4.0071
H 0.2060 -0.5884 -3.4352
C 1.2248 -0.9898 -3.5222
H 3.0955 -3.0116 -3.2023
H 4.1644 -1.7352 -2.5557
H 3.8954 0.2793 -1.9329
H 2.9134 0.5941 -0.4754
H 3.5717 -3.0035 -1.4415
H 2.3712 1.2182 -2.0584
Cl 1.4449 -4.4717 -4.6593
C -0.7374 1.3531 4.4408
N -0.5228 2.4679 3.5231
C -0.7266 3.8043 4.0988
C 0.3254 2.3113 2.4888
S 1.2277 0.8340 2.3332
N 0.4840 3.3187 1.5919
C -0.7076 3.9993 1.0656
C 1.5927 3.2587 0.6418
H -1.5033 1.6601 5.1560
H 0.1834 1.0931 4.9819
H -1.0828 0.4700 3.8948
H -0.2301 4.5496 3.4761
H -1.8012 4.0154 4.1625
H -0.3080 3.8423 5.1137
H -0.3687 4.9407 0.6194
H -1.1961 3.3839 0.2922
H -1.4155 4.2067 1.8686
H 2.5089 2.9703 1.1661
H 1.3864 2.5460 -0.1714
H 1.7046 4.2604 0.2155
*
```

---

Record 7
The following is a quantum chemistry calculation of one molecule with the formula C3H4OS3 in a non-equilibrium geometry, from the Open Molecules 2025 dataset.

Values from the calculation:
Kohn-Sham gap = 8.17 eV
energy above the lowest of the compared OMol25 structures with the same formula, charge and spin = 223.6 kJ/mol
SMILES = S=C1SCOCS1
strongest force on any atom = 7.12 eV/A

Geometry as ORCA input:
```
! RIJCOSX wB97M-V def2-TZVPD def2/J DEFGRID3
* xyz 0 1
S -3.0285 1.0881 0.4926
C -1.5239 0.4964 0.1626
S -0.8423 -0.7831 1.1800
C 0.9263 0.0415 1.0602
O 1.4789 -0.1136 -0.2054
C 0.4739 -0.2555 -1.2343
S -0.6571 0.9370 -1.2787
H 0.9071 1.0073 1.3401
H 1.1809 -0.8226 1.7960
H 0.9855 -0.1897 -2.1074
H 0.0993 -1.4057 -1.2057
*
```